ORCA calculation (the ωB97M-V functional and the def2-TZVPD basis) on C23H23AsOPTi as an isolated structure at a distorted geometry.

Geometry (Å):
1 As 3.088 -0.191 1.852
2 Ti 0.039 0.304 -0.118
3 P 0.860 -2.227 -0.786
4 O 1.461 -0.013 1.047
5 C 1.703 -2.901 4.729
6 C 1.924 -2.231 3.519
7 C 4.132 -2.755 0.941
8 C -1.911 2.342 -0.065
9 C 4.944 -3.590 0.163
10 C 3.007 -0.420 4.737
11 C 4.322 3.735 1.012
12 C 3.950 1.527 1.938
13 C 5.851 -3.043 -0.748
14 C -2.574 0.270 -1.298
15 C 5.931 -1.650 -0.903
16 C -0.779 1.910 0.593
17 C 2.136 -2.345 5.943
18 C 5.486 3.069 3.015
19 C 4.202 -1.362 0.770
20 C -2.733 1.615 -0.932
21 C -1.594 -0.604 -0.908
22 C 3.695 2.481 0.944
23 C 2.632 -1.019 3.520
24 C 4.889 1.801 2.944
25 C 2.779 -1.101 5.938
26 C 5.100 -0.806 -0.154
27 C 5.204 4.044 2.050
28 H 2.132 -2.213 -1.410
29 H 1.972 -2.874 6.881
30 H 6.635 -1.224 -1.617
31 H 5.674 5.035 2.112
32 H -3.602 2.144 -1.335
33 H 5.142 0.281 -0.303
34 H 1.196 -3.866 4.731
35 H -3.371 -0.077 -1.973
36 H -2.269 3.372 0.089
37 H -1.678 -1.634 -1.279
38 H 6.173 3.301 3.828
39 H 3.019 2.257 0.118
40 H 3.110 -0.656 6.877
41 H -0.312 2.601 1.297
42 H 3.427 -3.190 1.653
43 H 0.222 -3.141 -1.659
44 H 1.543 -2.662 2.585
45 H 1.188 -3.150 0.247
46 H 6.491 -3.695 -1.332
47 H 5.171 1.047 3.679
48 H 4.857 -4.673 0.274
49 H 3.464 0.571 4.753
50 H 4.125 4.487 0.246

The spin multiplicity is 3. As for the expectation value of S²: 2.046. The gap between HOMO and LUMO (alpha / beta) comes out at 4.17 / 4.76 eV. The calculation puts the calculated total energy at -4391.8532 Eh. The net charge is -1. As for the HOMO energy (alpha / beta): -0.0588 / -0.0807 hartree.

Results of the Mulliken charge analysis, in e, for atoms 1 through 4: As 1.28; Ti -0.18; P 0.03; O -0.30